C6H11ClNS | ωB97M-V/def2-TZVPD

Each atom is followed by the atoms it is bonded to, with distances in Å.
Positions of all 20 atoms, in Å:
1 C -2.577 0.190 -0.245  C2 1.283, N7 1.499, Cl9 1.610
2 C -2.017 -0.264 -1.307  C1 1.283, N7 1.516, H10 1.086
3 C 2.704 1.503 1.543  C6 1.498, H11 1.200, H12 1.120, H13 1.079
4 C 2.790 1.100 -0.948  C6 1.451, H14 1.149, H15 1.040, H16 1.176
5 C -2.877 -2.398 0.012  N7 1.461, H17 1.100, H18 1.083, H19 1.113
6 C 2.052 0.991 0.296  C3 1.498, C4 1.451, S8 1.661
7 N -2.045 -1.205 -0.119  C1 1.499, C2 1.516, C5 1.461, H20 1.095
8 S 0.428 0.642 0.270  C6 1.661
9 Cl -3.361 1.214 0.720  C1 1.610
10 H -1.611 -0.375 -2.307  C2 1.086
11 H 2.120 1.116 2.517  C3 1.200
12 H 3.686 0.985 1.394  C3 1.120
13 H 2.668 2.570 1.385  C3 1.079
14 H 2.193 1.787 -1.651  C4 1.149
15 H 2.742 0.282 -1.588  C4 1.040
16 H 3.826 1.601 -0.706  C4 1.176
17 H -2.344 -3.345 -0.160  C5 1.100
18 H -3.697 -2.396 -0.695  C5 1.083
19 H -3.401 -2.478 0.991  C5 1.113
20 H -1.279 -1.522 0.598  N7 1.095

Results
- ΔE to the lowest compared entry with this formula, charge and spin (kcal per mole) = 76.0
- gap between HOMO and LUMO (alpha / beta) (eV) = 8.42 / 8.42
- HOMO energy (alpha / beta) (eV) = -11.86 / -11.86
- lowest unoccupied orbital energy (alpha / beta) (eV) = -3.442 / -3.442
- total charge = +1
- max |F| (eV Å⁻¹) = 4.15